[1]
26
Properties=species:S:1:pos:R:3:forces:R:3 method="wB97M-V/def2-TZVPD" e_above_lowest_ev=0.000 orbital_gap_ev="3.7 / 6.4" max_force_ev_per_a=6.0 total_energy_ha=-905.23220 multiplicity=5 total_charge=0 e_homo_ev="-3.280 / -7.785" e_lumo_ev="0.47 / -1.35"
C -0.6219 0.3583 -1.9800 -0.59 2.24 0.00
C -1.3450 1.5586 -1.7197 0.66 -2.53 0.86
C -0.3656 2.5124 -1.3051 -0.70 1.12 -1.99
C 0.8885 2.1595 -1.8757 0.63 -1.94 0.53
C 0.8043 0.7716 -2.1250 -0.35 1.78 0.38
Ir 0.5488 -1.7176 1.2650 -0.64 -1.35 -1.31
P 0.1762 -3.2835 -0.0076 -0.66 -3.14 -2.66
H -0.9958 -0.6629 -2.0560 0.03 0.46 -0.21
H -2.4239 1.6922 -1.7090 0.31 -0.23 0.46
H -0.5984 3.4600 -0.8127 0.11 -0.30 -0.23
H 1.6221 0.1111 -2.3472 0.11 -0.08 -0.26
H 1.7301 2.8378 -2.0421 -0.19 -0.56 0.50
H 1.2508 -3.4559 -0.9664 -0.86 -0.50 0.06
H -0.9414 -2.9925 -0.8679 0.48 -0.71 -0.14
H -0.1239 -4.6257 0.4331 0.16 0.57 -0.57
C 2.3758 1.0338 4.3856 0.06 -0.01 0.07
N 1.0193 0.5097 4.3913 -0.42 0.14 0.52
C 0.4861 -0.1526 3.3550 0.14 0.67 -0.19
N -0.7404 -0.6847 3.4656 -0.38 0.31 1.94
O 1.1271 -0.2623 2.2655 1.69 4.25 3.86
H 2.6002 1.5397 3.4384 -0.10 -0.21 0.28
H 3.1095 0.2388 4.5682 -0.12 0.17 -0.17
H 2.4379 1.7504 5.2024 0.11 0.06 -0.09
H 0.4619 0.5564 5.2434 0.49 0.01 -0.50
H -1.2457 -0.9562 2.6225 -0.20 -0.05 -0.91
H -1.3261 -0.3877 4.2486 0.24 -0.17 -0.22


[2]
32
Properties=species:S:1:pos:R:3:forces:R:3 method="wB97M-V/def2-TZVPD" e_above_lowest_ev=3.065 orbital_gap_ev=4.5 max_force_ev_per_a=1.7 total_energy_ha=-2614.67685 total_charge=+2 e_homo_ev=-12.599 e_lumo_ev=-8.06
K 1.2204 3.9889 -1.0808 -0.45 -0.30 0.32
K 2.2103 2.3935 -4.5471 -0.51 -0.59 -0.13
K 4.7612 2.0492 -1.8634 0.00 -0.60 0.34
C 1.3104 0.6341 -1.0840 0.77 0.24 0.37
O 2.0137 1.4245 -2.0207 0.64 1.47 -0.56
H 1.0703 -0.3614 -1.4654 -0.27 0.12 -0.06
H 1.9229 0.4615 -0.1756 -0.13 -0.02 -0.12
H 0.3904 1.1217 -0.7126 -0.10 -0.20 -0.22
C 0.5222 -2.4001 1.0942 0.01 -0.65 0.27
N -0.4576 -2.9306 0.1005 0.03 0.40 0.21
O -0.9890 -3.9832 0.3044 0.00 -0.37 0.14
O -0.7039 -2.1929 -0.8422 0.05 0.24 -0.32
H 1.1503 -1.7023 0.5606 0.00 0.23 0.17
H 1.0952 -3.2148 1.5280 -0.04 -0.18 -0.26
H -0.0639 -1.9670 1.9032 0.03 0.29 -0.19
C -1.1153 0.5137 -3.2914 0.53 -1.22 0.15
N -2.0636 0.3789 -4.4208 -0.07 1.04 -0.10
O -2.5549 1.4135 -4.8590 0.29 -0.38 0.15
O -2.2622 -0.7305 -4.8206 -0.16 -0.50 -0.30
H -1.3763 -0.2683 -2.5736 -0.27 0.47 0.25
H -1.1070 1.5279 -2.9306 -0.15 0.13 0.19
H -0.1279 0.1660 -3.6184 -0.15 0.35 -0.28
N 0.3427 0.9310 2.9342 -0.12 -0.17 -0.40
C 0.3267 0.6671 4.2704 -0.38 -0.60 0.27
C -0.8390 0.0004 4.5421 0.08 0.10 0.02
C -1.5504 -0.1482 3.3206 -0.32 -0.02 0.24
C -0.8046 0.4130 2.3280 0.96 0.77 0.33
H 1.1655 1.2778 2.4806 -0.10 0.01 -0.23
H 1.1636 0.8784 4.9120 0.01 0.20 -0.01
H -1.1732 -0.3381 5.5063 0.04 -0.02 0.07
H -2.5324 -0.5858 3.2454 0.03 -0.02 -0.21
H -0.9445 0.5821 1.2760 -0.26 -0.21 -0.09


[3]
22
Properties=species:S:1:pos:R:3:forces:R:3 method="wB97M-V/def2-TZVPD" e_above_lowest_ev=1.415 orbital_gap_ev=8.4 max_force_ev_per_a=2.4 total_energy_ha=-329.55555 total_charge=+1 e_homo_ev=-12.089 smiles="C=C/C=C/CCC[NH3+]" e_lumo_ev=-3.64
C -2.2697 -0.9987 -3.3496 -0.48 -1.26 1.20
C -1.8051 -0.1290 -2.4699 0.79 2.24 -0.31
C -1.4459 -0.2046 -1.0385 -0.22 -1.70 -0.85
C -0.5004 0.5191 -0.4496 -0.17 1.26 0.49
C -0.3950 0.5799 1.0765 -1.06 -1.38 -0.47
C 0.3993 -0.6433 1.6438 -0.48 0.72 -0.61
C 1.8518 -0.2528 1.9210 -0.48 -0.20 0.90
N 2.3183 0.8681 1.0146 0.52 0.09 0.21
H -2.6453 -0.8005 -4.3398 0.37 0.42 -0.11
H -2.4150 -2.0219 -3.0060 -0.03 -0.04 -0.18
H -1.6604 0.9120 -2.7801 -0.12 -0.24 -0.41
H -2.0122 -0.9754 -0.5117 0.09 0.33 0.46
H 0.0542 1.2338 -1.0556 -0.01 0.03 -0.06
H -0.1408 1.5175 1.5708 0.60 0.23 -0.48
H -1.4486 0.5430 1.3747 0.22 -0.53 0.30
H -0.2006 -1.0239 2.4703 0.86 0.08 0.58
H 0.4334 -1.4758 0.9474 -0.36 0.15 -0.42
H 1.9460 0.0460 2.9623 0.44 0.27 -0.11
H 2.5496 -1.0498 1.6867 -0.01 -0.19 0.28
H 2.0990 0.5804 0.0655 -0.16 0.28 -0.42
H 3.3328 0.9645 1.0768 0.08 -0.14 0.00
H 1.9545 1.8115 1.1904 -0.40 -0.44 0.01


[4]
22
Properties=species:S:1:pos:R:3:forces:R:3 method="wB97M-V/def2-TZVPD" e_above_lowest_ev=2.375 orbital_gap_ev=9.6 max_force_ev_per_a=5.4 total_energy_ha=-329.52025 total_charge=+1 e_homo_ev=-14.135 e_lumo_ev=-4.51
C 1.5511 -0.0649 -0.1162 -0.96 0.71 -0.13
C -0.5613 1.1396 0.3323 -0.25 -0.04 2.87
C -1.7267 0.1629 0.1947 3.90 1.33 -3.51
C 2.1550 -1.4026 -0.4639 -1.35 0.36 -0.07
C 2.5269 1.0827 -0.0608 -1.00 2.56 1.26
C -2.0544 -0.6501 1.2623 -1.36 -2.39 2.58
C -2.2258 0.1999 -1.1952 -1.10 -0.98 -1.29
N 0.2786 0.0372 0.0872 1.22 -0.70 -0.51
H -0.4582 2.0409 -0.1996 -0.24 0.74 -1.76
H -0.5382 1.5362 1.3557 0.28 -0.46 0.28
H 1.8019 -2.1467 0.2666 0.56 0.11 -0.35
H 1.8154 -1.6956 -1.4648 -0.21 -0.02 0.21
H 3.2061 -1.2664 -0.5692 0.86 -0.43 0.46
H 3.3357 0.9476 -0.7548 0.20 0.03 -0.44
H 2.0973 2.1834 -0.1253 0.47 -2.37 -0.34
H 2.9998 1.1489 0.9441 -0.20 -0.54 -0.41
H -3.1137 -0.2151 1.3409 0.56 -0.87 0.70
H -1.4366 -0.5373 2.2481 -1.31 0.02 -2.02
H -2.1434 -1.7647 0.9545 -0.17 1.90 0.59
H -1.4133 0.4009 -1.9557 -0.82 -0.21 1.12
H -2.8135 1.1104 -1.1392 -0.31 0.64 -0.32
H -2.9534 -0.5713 -1.6239 1.25 0.63 1.09


[5]
22
Properties=species:S:1:pos:R:3:forces:R:3 method="wB97M-V/def2-TZVPD" e_above_lowest_ev=1.592 orbital_gap_ev=9.3 max_force_ev_per_a=4.9 total_energy_ha=-329.54901 total_charge=+1 e_homo_ev=-13.356 e_lumo_ev=-4.06
C 1.5072 0.7534 -1.2829 -1.64 -2.49 1.15
C 0.1975 0.9243 -1.2270 0.03 -1.00 0.77
C -0.4624 2.1364 -1.6349 -3.34 1.10 -1.05
C -0.8195 -0.1640 -0.5932 2.96 -3.27 -2.22
C -0.4853 -0.3703 0.8259 -0.35 -0.64 1.64
C -0.7802 0.6185 1.8532 -0.49 2.68 -1.73
N 0.1795 -1.3810 1.2917 -0.30 -1.80 1.95
C 0.6667 -2.6166 0.6257 3.09 1.47 0.21
H 2.1577 1.4555 -1.6698 1.20 1.31 -0.68
H 1.8619 -0.2057 -0.9305 0.62 0.02 -0.09
H -1.1148 1.9160 -2.5269 -0.04 -0.20 0.96
H 0.0277 3.0011 -2.0819 0.92 -0.14 0.92
H -1.1557 2.3936 -0.7826 0.52 0.47 -1.08
H -1.8715 -0.0399 -0.8753 0.33 0.40 0.54
H -0.4949 -1.2693 -1.0235 -1.05 3.03 0.32
H -1.0483 0.4444 2.8429 -0.36 -1.49 1.60
H -1.5045 1.3519 1.5049 -0.14 -0.06 -0.22
H 0.1238 1.1862 1.9010 0.89 0.73 0.15
H 0.3971 -1.4271 2.3819 -0.76 0.49 -3.11
H 1.8050 -2.3896 0.6919 -1.68 -1.24 -0.44
H 0.4212 -3.5454 1.1086 -0.21 0.07 0.89
H 0.3918 -2.7722 -0.3993 -0.21 0.56 -0.46


[6]
22
Properties=species:S:1:pos:R:3:forces:R:3 method="wB97M-V/def2-TZVPD" e_above_lowest_ev=1.112 orbital_gap_ev=9.6 max_force_ev_per_a=2.4 total_energy_ha=-329.56667 total_charge=+1 e_homo_ev=-13.101 smiles="C=CC(=C)C[C@@H](C)[NH3+]" e_lumo_ev=-3.46
C 1.0157 -2.9062 -0.5952 0.12 -0.24 0.00
C 0.1833 -1.8850 -0.4377 0.80 -0.20 0.45
C 0.4439 -0.8752 0.6307 -1.40 0.02 0.00
C 0.2361 -1.1660 1.9139 0.10 0.49 -0.18
C 0.6628 0.5543 0.1951 2.35 0.18 -0.49
C -0.5900 1.4173 -0.0086 0.79 -1.23 0.41
C -0.3048 2.8778 0.0952 0.06 1.09 -0.13
N -1.2209 1.0450 -1.3583 -0.35 1.49 1.11
H 0.9380 -3.7106 -1.3136 -0.40 0.15 -0.15
H 1.8743 -2.9976 0.0592 0.04 0.16 0.02
H -0.7235 -1.7879 -1.0273 0.00 -0.10 -0.26
H -0.0766 -2.1424 2.2512 0.12 -0.09 -0.01
H 0.3248 -0.3687 2.6455 0.13 -0.20 0.16
H 1.4246 0.5608 -0.6117 -0.99 -0.01 -0.67
H 1.3645 1.0655 0.8692 -0.86 0.02 0.76
H -1.2108 0.9561 0.7652 -0.74 0.85 -0.21
H 0.5440 3.2058 -0.5156 0.05 -0.41 -0.04
H -1.1135 3.5519 -0.1949 -0.31 -0.28 0.13
H -0.0371 3.1287 1.1192 -0.08 -0.09 0.07
H -0.6332 1.4474 -2.0795 0.61 -0.91 -0.50
H -2.1113 1.5188 -1.5395 -0.20 -0.27 0.52
H -1.3545 0.0448 -1.2972 0.16 -0.42 -1.00


Repeat the first record exactly.
26
Properties=species:S:1:pos:R:3:forces:R:3 method="wB97M-V/def2-TZVPD" e_above_lowest_ev=0.000 orbital_gap_ev="3.7 / 6.4" max_force_ev_per_a=6.0 total_energy_ha=-905.23220 multiplicity=5 total_charge=0 e_homo_ev="-3.280 / -7.785" e_lumo_ev="0.47 / -1.35"
C -0.6219 0.3583 -1.9800 -0.59 2.24 0.00
C -1.3450 1.5586 -1.7197 0.66 -2.53 0.86
C -0.3656 2.5124 -1.3051 -0.70 1.12 -1.99
C 0.8885 2.1595 -1.8757 0.63 -1.94 0.53
C 0.8043 0.7716 -2.1250 -0.35 1.78 0.38
Ir 0.5488 -1.7176 1.2650 -0.64 -1.35 -1.31
P 0.1762 -3.2835 -0.0076 -0.66 -3.14 -2.66
H -0.9958 -0.6629 -2.0560 0.03 0.46 -0.21
H -2.4239 1.6922 -1.7090 0.31 -0.23 0.46
H -0.5984 3.4600 -0.8127 0.11 -0.30 -0.23
H 1.6221 0.1111 -2.3472 0.11 -0.08 -0.26
H 1.7301 2.8378 -2.0421 -0.19 -0.56 0.50
H 1.2508 -3.4559 -0.9664 -0.86 -0.50 0.06
H -0.9414 -2.9925 -0.8679 0.48 -0.71 -0.14
H -0.1239 -4.6257 0.4331 0.16 0.57 -0.57
C 2.3758 1.0338 4.3856 0.06 -0.01 0.07
N 1.0193 0.5097 4.3913 -0.42 0.14 0.52
C 0.4861 -0.1526 3.3550 0.14 0.67 -0.19
N -0.7404 -0.6847 3.4656 -0.38 0.31 1.94
O 1.1271 -0.2623 2.2655 1.69 4.25 3.86
H 2.6002 1.5397 3.4384 -0.10 -0.21 0.28
H 3.1095 0.2388 4.5682 -0.12 0.17 -0.17
H 2.4379 1.7504 5.2024 0.11 0.06 -0.09
H 0.4619 0.5564 5.2434 0.49 0.01 -0.50
H -1.2457 -0.9562 2.6225 -0.20 -0.05 -0.91
H -1.3261 -0.3877 4.2486 0.24 -0.17 -0.22


Repeat the second record exactly.
32
Properties=species:S:1:pos:R:3:forces:R:3 method="wB97M-V/def2-TZVPD" e_above_lowest_ev=3.065 orbital_gap_ev=4.5 max_force_ev_per_a=1.7 total_energy_ha=-2614.67685 total_charge=+2 e_homo_ev=-12.599 e_lumo_ev=-8.06
K 1.2204 3.9889 -1.0808 -0.45 -0.30 0.32
K 2.2103 2.3935 -4.5471 -0.51 -0.59 -0.13
K 4.7612 2.0492 -1.8634 0.00 -0.60 0.34
C 1.3104 0.6341 -1.0840 0.77 0.24 0.37
O 2.0137 1.4245 -2.0207 0.64 1.47 -0.56
H 1.0703 -0.3614 -1.4654 -0.27 0.12 -0.06
H 1.9229 0.4615 -0.1756 -0.13 -0.02 -0.12
H 0.3904 1.1217 -0.7126 -0.10 -0.20 -0.22
C 0.5222 -2.4001 1.0942 0.01 -0.65 0.27
N -0.4576 -2.9306 0.1005 0.03 0.40 0.21
O -0.9890 -3.9832 0.3044 0.00 -0.37 0.14
O -0.7039 -2.1929 -0.8422 0.05 0.24 -0.32
H 1.1503 -1.7023 0.5606 0.00 0.23 0.17
H 1.0952 -3.2148 1.5280 -0.04 -0.18 -0.26
H -0.0639 -1.9670 1.9032 0.03 0.29 -0.19
C -1.1153 0.5137 -3.2914 0.53 -1.22 0.15
N -2.0636 0.3789 -4.4208 -0.07 1.04 -0.10
O -2.5549 1.4135 -4.8590 0.29 -0.38 0.15
O -2.2622 -0.7305 -4.8206 -0.16 -0.50 -0.30
H -1.3763 -0.2683 -2.5736 -0.27 0.47 0.25
H -1.1070 1.5279 -2.9306 -0.15 0.13 0.19
H -0.1279 0.1660 -3.6184 -0.15 0.35 -0.28
N 0.3427 0.9310 2.9342 -0.12 -0.17 -0.40
C 0.3267 0.6671 4.2704 -0.38 -0.60 0.27
C -0.8390 0.0004 4.5421 0.08 0.10 0.02
C -1.5504 -0.1482 3.3206 -0.32 -0.02 0.24
C -0.8046 0.4130 2.3280 0.96 0.77 0.33
H 1.1655 1.2778 2.4806 -0.10 0.01 -0.23
H 1.1636 0.8784 4.9120 0.01 0.20 -0.01
H -1.1732 -0.3381 5.5063 0.04 -0.02 0.07
H -2.5324 -0.5858 3.2454 0.03 -0.02 -0.21
H -0.9445 0.5821 1.2760 -0.26 -0.21 -0.09